1.
A cluster of 2 separate species, C7H12O in total at a distorted geometry. Source: OMol25; level of theory: ωB97M-V/def2-TZVPD.

Structure (ORCA input):
```
! wB97M-V def2-TZVPD RIJCOSX def2/J DEFGRID3
* xyz 0 1
C -1.319 -0.598 1.089
H 1.962 0.355 -1.234
H 1.908 -1.857 -2.646
C 1.850 1.439 -1.253
C -0.239 0.168 0.437
H 0.734 -0.301 0.578
C -1.262 -0.654 2.598
C 0.688 2.011 -0.914
H -1.415 1.651 -0.369
C -0.390 1.294 -0.268
H -0.484 -0.036 2.995
O 2.261 -1.548 -1.833
H 0.633 3.090 -1.059
H -1.194 -1.735 2.822
C -2.218 -1.272 0.388
H 1.996 -2.023 -1.050
H 2.722 2.049 -1.461
H -2.291 -1.304 -0.691
H -2.999 -1.809 0.906
H -2.256 -0.408 2.979
*
```

- Energy relative to the best compared isomer or geometry (same formula, charge and spin): 46.6 kcal per mole
- Orbital gap: 9.2 eV
- E: -349.07436 Ha

=====

2.
The molecule C2HN3O3 at a distorted geometry. Source: OMol25; level of theory: ωB97M-V/def2-TZVPD.

Structure (ORCA input):
```
! wB97M-V def2-TZVPD RIJCOSX def2/J DEFGRID3
* xyz 0 1
N 2.365 -0.176 -0.023
O 2.164 0.898 -0.536
C 1.162 -0.943 0.068
O -0.374 -2.357 0.500
O 3.369 -0.698 0.471
N -0.869 -1.654 -0.586
N 0.799 -2.003 0.945
C 0.066 -0.758 -0.773
H 0.103 0.024 -1.579
*
```

- Energy relative to the best compared isomer or geometry (same formula, charge and spin): 178.3 kcal per mole
- Orbital gap: 10.3 eV
- E: -466.58368 Ha

=====

3.
A structure of composition C49H41BrCeN6O9S3 at a distorted geometry. Source: OMol25; level of theory: ωB97M-V/def2-TZVPD.

Structure (ORCA input):
```
! wB97M-V def2-TZVPD RIJCOSX def2/J DEFGRID3
* xyz 0 1
C -1.712 2.290 -1.591
C 0.562 -4.471 -4.466
C 3.015 -0.195 -1.654
C 3.109 -6.593 0.755
C -4.828 5.324 8.680
C 2.394 -5.413 0.847
Br 0.956 3.137 0.666
O -3.526 5.710 2.173
C -1.216 -3.346 -3.357
S -2.832 -2.949 -2.901
S -1.155 -3.480 1.365
O -0.810 1.187 2.340
N 1.790 0.322 -1.713
H 4.615 1.515 -6.732
H 1.757 -2.148 -2.305
H -1.516 -4.912 -4.800
C 1.047 -2.733 -2.856
O 4.147 0.401 1.979
C 3.246 0.900 1.333
H 2.329 4.653 -1.400
C 4.037 -4.326 -0.564
C 3.598 2.046 0.375
C -1.891 4.104 -4.901
H -4.094 4.770 9.267
C 4.887 2.059 -0.148
C -4.368 5.161 4.913
H -2.830 6.991 7.943
H 0.917 -5.213 -5.168
H -4.879 -1.741 -1.956
C 1.474 -3.688 -3.757
H -5.672 4.233 6.335
C 2.702 3.004 -0.087
H -1.814 3.585 -5.856
C 3.571 0.532 -3.849
H -6.466 -0.490 -0.545
H 2.751 -7.478 1.263
C 3.933 -0.127 -2.682
H 2.536 -3.836 -3.908
H 4.918 -0.561 -2.558
C -3.258 6.475 7.091
C -5.401 -0.390 -0.387
C -2.207 -1.736 -1.798
H -5.026 6.263 9.197
C -4.508 -1.088 -1.175
C -0.794 -4.306 -4.268
H 1.473 -5.355 1.411
H 2.043 1.650 -4.792
C -4.909 0.435 0.617
C 4.742 -5.512 -0.649
C -3.130 -0.961 -0.971
N -0.871 -2.070 1.712
H -2.931 4.412 -4.759
O -1.035 5.233 -5.014
C -2.760 6.713 5.823
C -1.884 3.231 2.925
C -2.187 3.110 -2.599
H -2.255 2.208 -0.659
H 5.655 -5.556 -1.228
O 3.956 1.376 -6.047
N -1.191 5.615 3.101
C 4.546 0.656 -4.983
N -0.591 1.578 -1.687
H -4.795 4.674 4.047
C 2.314 1.101 -3.905
H 4.836 -7.569 -0.057
C -3.542 0.551 0.813
H 3.289 -0.673 -0.723
C 5.253 2.962 -1.134
Ce -0.100 -0.137 0.549
C -1.009 4.256 3.634
H -5.748 4.742 8.654
H 0.040 4.007 3.464
H -3.104 3.668 -2.457
N 1.553 -2.069 0.309
C 0.137 1.685 -2.805
H -5.591 0.983 1.255
H -0.493 6.280 3.408
C -4.856 4.931 6.191
C -0.284 2.474 -3.869
H 6.258 2.949 -1.534
H 4.388 -3.435 -1.070
C 2.131 -3.056 0.261
O 2.030 0.494 1.270
O -2.379 7.753 2.996
H -1.956 7.419 5.658
H -2.922 3.329 3.237
C 2.864 -4.279 0.188
O -1.562 1.425 4.439
H 5.589 1.334 0.243
C -4.308 5.579 7.292
C 1.449 0.991 -2.819
C 3.050 3.918 -1.068
C -3.320 6.048 4.741
H -3.198 1.194 1.616
H -0.999 5.679 -4.162
C -2.607 -0.123 0.024
H 0.307 2.560 -4.769
O -0.736 -3.993 0.049
H -1.823 3.380 1.846
H 4.842 -0.349 -5.306
N -0.913 -1.628 -1.782
C 4.327 3.881 -1.605
C 4.280 -6.644 0.011
H 4.599 4.582 -2.385
S -2.662 6.349 3.121
C -1.395 1.822 3.304
C -1.465 3.194 -3.778
H 5.442 1.165 -4.610
C -0.316 -2.540 -2.646
H -1.194 4.214 4.712
*
```

- Energy relative to the best compared isomer or geometry (same formula, charge and spin): 10.8 kcal per mole
- Orbital gap: 7.0 eV
- E: -7141.35138 Ha

=====

4.
A structure of composition C33H52As3N4O2ReS. Source: OMol25; level of theory: ωB97M-V/def2-TZVPD.

Structure (ORCA input):
```
! wB97M-V def2-TZVPD RIJCOSX def2/J DEFGRID3
* xyz 3 2
C -4.066 -2.174 5.556
O 2.403 0.342 1.657
C 1.635 -1.524 2.877
C -3.408 0.445 4.901
H -4.858 3.253 -4.365
H -3.606 0.378 1.532
C 2.723 -0.774 2.452
H 0.982 -3.201 4.041
C 4.206 -2.200 3.631
C -3.046 1.796 4.563
C 5.386 -0.844 -2.647
C -4.467 0.185 5.771
S 1.052 -1.682 -0.659
C 2.773 -1.890 -0.998
C 2.343 -4.272 -1.678
H -1.828 3.132 3.416
C 2.891 1.627 2.169
H 5.466 -1.931 -0.756
C 1.882 -4.371 -3.121
C -1.646 0.861 -2.909
H -1.279 -0.414 -4.647
H 0.454 0.331 -3.017
H 5.104 0.146 -3.006
H -2.902 1.788 0.709
H 1.331 -5.300 -3.270
H 5.211 -2.466 3.936
H -2.441 -2.760 4.282
H 4.127 -3.133 -1.753
C 4.012 -1.086 2.824
H -1.647 1.265 -5.048
C -0.106 3.627 -0.736
C -2.558 2.034 -2.523
H -3.596 1.704 -2.636
C -2.669 -0.626 4.364
H 6.456 -0.971 -2.819
H 2.961 -5.124 -1.402
As 0.565 1.848 -1.087
C -3.274 0.776 0.574
H 3.277 -0.034 -0.516
H -5.619 -1.318 6.769
H 1.504 -4.247 -0.990
C -2.016 -0.384 -2.082
C 3.126 -2.965 4.060
H -0.887 3.178 -5.264
C -1.358 1.074 3.027
H 2.334 3.071 -2.371
C -1.551 -0.318 3.480
H -3.059 -0.641 -2.274
C -0.159 1.205 -2.784
H 0.096 1.982 -3.500
Re 0.385 0.072 0.805
As -2.595 3.852 -3.395
H -2.433 2.260 -1.461
C -1.010 3.993 -4.554
H -2.939 0.188 -4.521
H 5.567 -0.200 -0.594
H -3.613 2.601 5.024
O -0.527 1.353 2.098
As -1.898 -0.392 -0.137
H -0.087 4.142 -3.991
H -3.523 -2.286 -0.297
N 3.643 -0.905 -0.851
H 4.854 -0.479 2.511
H 2.730 -4.375 -3.808
H -1.176 4.909 -5.121
H 3.297 -3.828 4.691
N -0.628 -1.223 3.309
C 2.375 2.238 -1.672
H -1.070 3.599 -0.236
H -4.325 -3.194 5.814
H 2.792 1.378 -2.188
C -1.889 0.451 -4.370
C -4.796 -1.119 6.094
H -1.413 -1.241 -2.395
H 2.560 1.750 3.197
H -3.573 2.582 -5.402
N 0.372 -1.025 2.456
H 3.974 1.654 2.111
C 5.082 -0.992 -1.161
H -5.028 1.011 6.193
N 3.169 -3.065 -1.442
C -3.881 3.441 -4.807
H -3.966 4.310 -5.458
H -0.206 4.165 -1.674
H -4.118 0.784 -0.110
C -2.600 -2.147 0.262
H 2.459 2.392 1.536
H -2.812 -2.225 1.327
H 0.613 4.143 -0.102
C -3.005 -1.933 4.695
C 1.833 -2.627 3.701
H 4.860 -1.586 -3.253
C -2.059 2.108 3.682
H 3.009 2.524 -0.833
H 1.226 -3.537 -3.381
H -1.884 -2.914 -0.024
*
```

- Energy relative to the best compared isomer or geometry (same formula, charge and spin): 0.0 kcal per mole
- Orbital gap (alpha / beta): 4.3 / 5.1 eV
- E: -8841.05522 Ha

=====

5.
A structure of composition C26H19AuCl2N5O2. Source: OMol25; level of theory: ωB97M-V/def2-TZVPD.

Structure (ORCA input):
```
! wB97M-V def2-TZVPD RIJCOSX def2/J DEFGRID3
* xyz -1 1
H -1.264 2.619 -4.288
C 2.564 -2.630 4.713
C 0.002 2.038 0.113
O -3.153 5.408 -0.897
C 2.116 -2.495 1.933
H 1.548 -0.443 -3.266
Au 1.100 -1.122 -0.353
O -3.256 4.582 1.080
N 2.001 -2.467 0.571
H 4.593 -1.543 0.941
Cl 0.139 -2.881 -2.774
N 0.853 0.670 -1.705
N -2.793 4.617 -0.044
C -0.640 2.089 -3.579
H -2.264 3.917 -2.429
H -1.083 -2.807 3.124
N -0.893 -0.837 -0.482
C -3.457 -0.173 -2.985
C -1.869 -1.625 -4.008
C 0.058 1.690 -1.295
C 1.275 -2.621 4.195
C -0.092 2.539 2.783
C -1.181 -1.724 -2.815
H 5.538 -2.590 2.023
H -0.688 -1.615 1.874
C 1.021 -2.555 2.832
H 4.650 -2.607 4.201
H -0.512 -3.306 1.519
C -0.960 3.218 1.968
H -1.513 -2.204 -4.852
H 0.426 -2.671 4.869
C -0.389 -2.569 2.316
C 4.587 -2.485 1.497
H 2.732 -2.681 5.782
C -1.754 3.640 -0.409
C -1.526 -0.990 -1.614
H -0.108 2.688 3.854
C 0.208 1.101 -3.977
H -4.360 0.426 -3.014
C 3.435 -2.536 2.456
C 3.631 -2.591 3.826
H 0.290 0.801 -5.012
C -2.991 -0.820 -4.135
C -0.937 2.981 0.580
C 0.827 1.653 2.210
C -1.631 3.392 -1.728
Cl -3.428 0.563 -0.408
H 4.503 -3.276 0.747
C -0.725 2.403 -2.205
C 0.920 0.396 -2.993
H -3.523 -0.745 -5.073
H 1.539 1.111 2.825
C -2.782 -0.278 -1.799
H -1.666 3.915 2.386
N 0.883 1.430 0.920
*
```

- Energy relative to the best compared isomer or geometry (same formula, charge and spin): 1.0 kcal per mole
- Orbital gap (alpha / beta): 4.9 / 4.9 eV
- E: -2482.38995 Ha

=====

6.
The molecule C4H8FN3 at a distorted geometry. Source: OMol25; level of theory: ωB97M-V/def2-TZVPD.

Structure (ORCA input):
```
! wB97M-V def2-TZVPD RIJCOSX def2/J DEFGRID3
* xyz 0 1
C -0.700 -0.210 1.402
H -0.936 -0.874 2.290
F 0.013 2.020 0.505
H -0.756 1.653 -1.320
H -1.858 2.528 -0.307
H 0.766 -2.649 -0.230
H 0.170 0.363 1.786
C -1.056 1.819 -0.270
H -2.608 0.221 0.032
C 1.304 -1.695 -0.630
N -0.519 -0.615 0.041
H 1.367 0.401 -0.067
N 0.709 -0.311 -0.720
C -1.493 0.396 0.169
N 2.545 -1.965 -1.046
H 3.053 -1.083 -1.635
*
```

- Energy relative to the best compared isomer or geometry (same formula, charge and spin): 103.7 kcal per mole
- Orbital gap: 10.2 eV
- E: -421.15844 Ha

=====

> Which value of E does entry 3 give?

-7141.35138 Ha

=====

> Which of these has the highest energy relative to the best compared isomer or geometry (same formula, charge and spin)?

C2HN3O3

=====

> Look up the energy relative to the best compared isomer or geometry (same formula, charge and spin) of the fifth one.

1.0 kcal per mole

=====

> Which formula does entry 6 have?

C4H8FN3